Entry 1:
The following is a quantum chemistry calculation of a single C3H4N2OS2 molecule, from the OMol25 dataset.

## Properties
Energy above the lowest of the compared OMol25 structures with the same formula, charge and spin: 0.3010 eV
Maximum force: 2.52 eV Å⁻¹
LUMO: 0.260 eV
Structure (SMILES): Oc1[nH]c(=S)[nH]c1S
HOMO level: -7.65 eV
Multiplicity: 1
Frontier orbital gap: 7.910 eV
Charge: 0

```
12
Properties=species:S:1:pos:R:3:forces:R:3
N 1.0417 0.9773 -0.1203 0.387 2.478 0.291
S -2.1210 -1.2321 -0.2774 -0.511 -0.185 0.691
C -0.5719 -0.5074 0.0829 -1.403 1.364 -0.118
S 3.2907 -0.5538 -0.1782 0.599 -0.004 -0.073
C -0.3409 0.8485 -0.0148 -0.066 -1.918 -0.175
H -2.7302 -1.3864 0.9641 0.801 0.170 -0.759
H 0.8663 -2.1163 0.0820 -0.268 -0.266 0.022
O -1.1998 1.8699 -0.1721 0.288 0.337 0.124
N 0.6461 -1.1438 -0.0043 1.805 0.585 -0.380
C 1.6858 -0.2401 -0.1417 -1.770 -0.484 0.778
H 1.5779 1.8710 0.0534 -0.941 -1.635 -0.569
H -2.1448 1.6131 -0.2733 1.080 -0.443 0.169
```
Positions in Å, forces in eV/Å.

=====

Entry 2:
The following is a quantum chemistry calculation of C25H18AsBr2F6MnN2O10 as an isolated structure, from the OMol25 dataset.

## Properties
Energy above the lowest of the compared OMol25 structures with the same formula, charge and spin: 1.2398 eV
⟨S²⟩: 6.042
Maximum force: 0.26 eV Å⁻¹
LUMO (spin up / spin down): 3.181 / 3.178 eV
HOMO level (spin up / spin down): -3.13 / -3.20 eV
Multiplicity: 5
Frontier orbital gap (spin up / spin down): 6.311 / 6.381 eV
Charge: -2

```
65
Properties=species:S:1:pos:R:3:forces:R:3
H -0.3280 -2.2235 -5.6110 0.000 -0.003 0.001
N -0.8654 0.9920 1.6834 -0.034 0.035 0.000
C -0.0566 -2.2048 -4.5552 0.002 0.005 -0.015
C -2.3929 -2.1419 2.8931 0.006 -0.011 0.006
C 1.1784 1.9336 -3.6186 0.018 0.008 -0.010
C 3.8250 -0.9820 3.1507 -0.001 -0.003 0.001
C -0.6187 0.2506 -4.5864 0.000 0.002 0.000
C 2.2725 -0.3494 1.4203 -0.026 -0.007 -0.018
H -3.3159 -3.6308 1.6847 -0.001 0.000 0.000
H -0.3158 -3.1663 -4.1125 0.000 -0.001 0.002
O 0.1234 -0.8592 -2.6909 0.006 0.006 0.021
H 2.1337 -0.3918 -2.7700 -0.006 0.004 0.001
O 0.8464 0.2630 -0.3275 0.147 -0.065 -0.108
C 3.1020 -2.1525 3.3212 -0.002 0.002 0.001
H 1.9914 -1.6681 -5.2294 -0.001 0.002 -0.001
F -2.2542 5.2378 -0.4736 -0.026 0.034 0.017
C 1.9733 -2.4439 2.5732 -0.004 -0.008 0.005
F -3.6631 3.4409 -1.3715 0.016 -0.004 -0.025
C 1.8054 0.6947 0.4093 -0.112 0.031 0.099
C 1.3114 -0.5902 -3.4528 0.003 0.012 0.004
C -1.2482 -0.2835 4.1163 0.007 -0.024 -0.004
O 2.9312 -4.1556 4.4578 -0.003 -0.001 -0.006
O -1.7821 -0.1602 -0.6863 -0.141 0.199 0.083
H 0.6899 -1.7211 1.0065 0.005 -0.009 -0.009
C -2.5870 -1.9804 0.5184 0.016 0.013 -0.008
H 1.9401 -2.6436 -3.7545 0.001 -0.001 -0.003
C 0.3440 2.8251 2.6897 0.000 -0.010 -0.023
H 4.6951 -0.7962 3.7622 -0.001 0.000 -0.001
H 1.4373 0.6368 -5.2585 -0.003 -0.010 -0.002
Mn -0.5233 1.0553 -1.4444 0.074 -0.025 0.051
O 4.5371 -2.8364 4.9972 -0.005 0.001 -0.003
H 0.0260 3.5149 3.4730 -0.008 0.006 -0.001
C -1.9534 -0.7419 0.4506 0.094 -0.105 -0.019
Br -2.7030 -3.1304 4.4968 -0.005 -0.004 0.002
F -3.5000 2.2533 0.7656 0.005 -0.045 0.004
C -1.6617 1.2666 -4.1113 0.013 0.038 0.006
F -4.3319 4.5800 0.7106 0.010 0.025 -0.011
O -2.3745 1.8078 -4.9376 -0.011 -0.010 -0.002
C -0.7582 -1.0684 -3.8068 -0.002 -0.003 -0.005
H 3.9099 0.8587 2.0326 0.002 -0.002 -0.004
O 2.3331 1.7914 0.4129 0.044 -0.027 -0.039
H -0.7941 0.1075 -5.6510 -0.004 0.006 -0.002
C -2.8142 -2.6739 1.7126 0.007 -0.015 -0.002
O -1.7724 1.4279 -2.8300 -0.021 -0.056 0.019
F -2.1285 4.0656 1.6662 -0.018 0.004 -0.008
C 1.5654 -1.5327 1.6124 0.043 0.010 -0.012
C 3.3955 -0.0791 2.1952 -0.006 0.013 0.018
C 1.4344 -1.8544 -4.3109 0.002 -0.007 0.008
C -1.7287 -0.8939 2.9336 -0.016 0.030 -0.017
F -1.4198 2.9320 -0.4042 -0.056 0.009 -0.088
O 1.8492 2.7689 -4.1992 -0.006 -0.002 0.002
O 0.7613 2.0640 -2.3970 -0.030 -0.013 0.032
C -0.6030 0.9098 4.0439 0.039 0.008 0.000
H 1.4307 -3.3610 2.7497 -0.002 0.004 0.000
N 3.5540 -3.1181 4.3326 0.006 0.002 0.008
C -0.4148 1.5350 2.7835 -0.021 -0.023 -0.003
As -2.9089 3.7558 0.1399 0.060 -0.023 0.056
H 1.4149 2.6345 2.7994 -0.002 0.000 0.022
H -1.3961 -0.7802 5.0660 -0.005 0.001 0.002
H -0.2243 1.3905 4.9378 0.000 0.004 -0.003
H 0.1760 3.2817 1.7202 0.019 0.001 -0.011
C 0.8821 0.6043 -4.3229 -0.001 -0.011 0.003
Br -3.1658 -2.7898 -1.0982 0.002 0.001 0.001
C -1.5106 -0.1950 1.7220 -0.058 0.015 -0.012
H -1.7550 -1.2796 -3.4294 -0.004 -0.004 -0.004
```
Positions in Å, forces in eV/Å.

=====

Entry 3:
The following is a quantum chemistry calculation of a 4-piece molecular cluster, C3H12O5 overall, from the OMol25 dataset.

## Properties
Energy above the lowest of the compared OMol25 structures with the same formula, charge and spin: 7.8811 eV
Maximum force: 4.02 eV Å⁻¹
LUMO: -4.530 eV
HOMO level: -7.79 eV
Multiplicity: 1
Frontier orbital gap: 3.263 eV
Charge: 0

```
20
Properties=species:S:1:pos:R:3:forces:R:3
H -0.2561 3.3401 0.6846 -0.683 -0.259 -0.085
H 0.3549 1.1323 -2.1140 -0.277 0.773 -0.381
C 1.2081 1.0820 -1.4455 0.975 -2.517 0.770
O 1.2026 -0.2886 -1.0083 1.279 1.016 -1.233
H 0.3408 -0.5174 -0.6755 -0.645 -0.440 -0.321
H -0.5009 0.7013 0.8342 -0.345 -0.592 0.643
O -1.2244 -2.2924 -0.5741 0.508 0.518 0.437
H -0.2384 -1.3098 0.5183 -0.376 -0.338 0.281
C -0.3738 2.4829 -0.0035 -0.049 -0.793 2.264
O 0.3442 -0.8030 1.1290 -0.180 0.759 0.576
H 0.4739 -1.4603 1.8264 -0.336 -0.089 0.145
H 1.8419 2.7992 -0.2710 -0.500 -0.626 0.944
H -1.0510 -3.5057 2.4100 -0.348 -0.007 -0.729
C 1.0068 2.0678 -0.3435 -0.497 1.207 -3.805
O -0.5307 -3.0574 1.7394 0.960 -0.431 1.100
H -1.8059 -2.7157 -1.2057 0.084 0.069 -0.076
H 2.1878 1.1151 -1.9639 -0.673 0.794 0.359
H -0.9507 2.8031 -0.9060 0.890 -0.022 0.139
H -0.8824 -2.9695 0.7984 -0.840 -0.300 -0.112
O -1.1467 1.3961 0.5708 1.052 1.279 -0.913
```
Positions in Å, forces in eV/Å.

=====

Entry 4:
The following is a quantum chemistry calculation of a 2-piece molecular cluster, C4H12 overall, from the OMol25 dataset.

## Properties
Energy above the lowest of the compared OMol25 structures with the same formula, charge and spin: 0.9945 eV
Maximum force: 6.35 eV Å⁻¹
LUMO: 1.169 eV
Structure (SMILES): CC.CC
HOMO level: -11.58 eV
Multiplicity: 1
Frontier orbital gap: 12.747 eV
Charge: 0

```
16
Properties=species:S:1:pos:R:3:forces:R:3
H 2.4224 -0.6581 -0.3492 0.057 0.557 0.562
H 1.1492 -1.4246 -1.2394 0.219 -0.128 0.808
H -1.1457 1.7829 1.3107 -0.121 -0.122 -0.710
C 1.8098 -1.5426 -0.3444 -3.012 2.198 -0.114
H 2.4184 -2.2932 -0.5730 2.765 -3.221 -1.082
H -2.6808 1.4090 0.5933 -0.506 0.186 -0.313
H -1.3652 0.2288 0.4756 -0.282 1.477 -0.437
H -0.1953 1.9660 -1.4144 -0.066 -0.714 1.183
H -1.8467 1.8071 -1.7517 -0.234 -0.426 0.218
H -0.0389 -1.6011 0.8309 1.311 -0.719 0.307
H 1.4120 -1.3561 1.7709 0.421 0.296 0.860
H 1.1240 -2.8906 1.1195 0.154 -4.617 0.915
C -1.1818 2.0433 -0.9153 -0.583 0.062 -0.771
H -1.3082 3.1126 -0.8689 -0.135 0.566 0.556
C 1.0504 -1.9248 0.9488 -1.913 5.624 -2.251
C -1.6236 1.3413 0.4067 1.924 -1.018 0.268
```
Positions in Å, forces in eV/Å.

=====

Entry 5:
The following is a quantum chemistry calculation of C20H15N7PtS2 as an isolated structure, from the OMol25 dataset.

## Properties
Maximum force: 1.99 eV Å⁻¹
LUMO (spin up / spin down): -0.806 / -0.789 eV
HOMO level (spin up / spin down): -6.78 / -6.79 eV
Multiplicity: 1
Frontier orbital gap (spin up / spin down): 5.972 / 6.005 eV
Charge: 0

```
45
Properties=species:S:1:pos:R:3:forces:R:3
C -3.0186 0.7202 -0.6709 0.071 -0.038 0.075
H 0.5289 2.4459 -1.3042 -0.024 -0.001 -0.058
Pt 0.4537 -0.8953 -1.0808 -0.052 -0.712 -0.927
C 2.0773 -0.1351 1.3940 -0.260 0.394 -0.132
C 0.8236 -1.3696 -3.3028 0.211 -0.234 -1.713
C 2.0619 -1.5917 1.7476 0.149 0.093 0.070
H 4.1638 3.4037 2.0085 0.134 0.027 0.022
S 0.0533 0.2056 -3.2446 0.099 -0.866 1.348
H -0.5745 -3.5694 1.5326 0.056 0.134 0.034
N 2.9396 0.7754 1.9238 0.104 -0.232 0.229
N 1.3266 0.3888 0.4618 0.556 -0.343 1.164
H -4.7474 0.2234 2.8283 -0.055 -0.002 0.042
H 1.3644 -3.1402 0.6167 -0.051 0.033 0.003
N 1.0047 -2.2963 1.0389 0.090 -0.165 -0.269
C 1.9688 3.8747 -0.5596 -0.153 -0.007 -0.096
H -4.5645 2.1524 -0.9908 0.000 -0.015 -0.069
H -2.5317 -1.6232 3.1110 0.097 -0.018 -0.075
H 1.7012 4.6438 -1.2680 -0.035 0.055 -0.059
H 3.6205 0.6181 2.6492 -0.070 -0.078 -0.096
H -0.0862 -2.4917 2.8496 -0.007 -0.064 -0.170
H 1.9900 -1.7113 2.8405 -0.028 -0.046 -0.184
S 2.3242 -1.5644 -2.4178 -1.390 0.977 1.039
H -2.5433 0.8490 -1.6305 0.092 -0.018 -0.122
C 1.7256 1.6957 0.3130 0.556 0.406 0.473
C 1.3064 2.6652 -0.5886 0.048 -0.031 0.000
C 0.3950 -2.3315 -4.2141 0.152 0.361 0.609
N -1.5802 -1.9626 -5.7847 -0.317 0.078 -0.228
N -1.3948 -0.9842 0.2141 1.057 0.232 -0.516
N -2.3551 -1.2635 2.1879 0.273 -0.172 -0.042
C -0.6965 -2.1184 -5.0651 -0.474 0.202 -0.218
H 3.4966 5.0829 0.3212 -0.001 0.098 0.076
C -4.7588 1.2464 0.9335 -0.118 -0.025 0.187
N 1.5677 -4.5818 -4.4584 0.251 -0.371 -0.036
C -2.5081 -0.1780 0.2604 -0.666 0.164 0.533
C -4.1422 1.4304 -0.3064 -0.015 0.056 -0.152
C -4.2719 0.3541 1.8670 -0.067 0.010 0.078
C 2.9907 4.1300 0.3578 0.102 0.025 0.100
C 1.0487 -3.5607 -4.3505 0.287 -0.491 0.147
H 3.0287 -2.0051 1.4388 -0.117 -0.032 0.050
C 2.7542 1.9584 1.2406 -0.427 0.345 -0.590
C -0.2338 -2.5521 1.7599 -0.122 -0.059 0.085
H -5.6440 1.8172 1.1704 -0.057 0.063 0.013
C -1.3195 -1.5947 1.3691 0.037 -0.036 0.003
C 3.3887 3.1906 1.2886 0.065 -0.028 0.087
C -3.1339 -0.3509 1.5132 0.018 0.328 -0.717
```
Positions in Å, forces in eV/Å.

=====

Entry 6:
The following is a quantum chemistry calculation of an isolated ion of composition C4H8NS and charge +1, from the OMol25 dataset.

## Properties
Energy above the lowest of the compared OMol25 structures with the same formula, charge and spin: 3.2952 eV
Maximum force: 3.74 eV Å⁻¹
LUMO: -3.981 eV
Structure (SMILES): CSC[NH+]1C=C1
HOMO level: -12.90 eV
Multiplicity: 1
Frontier orbital gap: 8.915 eV
Charge: +1

```
14
Properties=species:S:1:pos:R:3:forces:R:3
N 1.3418 0.0217 0.6012 2.312 1.628 2.440
C 1.9901 -1.0690 -0.1510 -0.069 -1.795 -0.815
C 2.2959 0.0969 -0.5452 1.216 0.970 -0.793
H -0.3085 1.0665 -0.1171 0.115 1.897 -2.102
C -2.4961 0.0276 -0.4361 0.517 -0.716 -1.832
H -2.9540 0.7934 0.1983 0.512 -0.288 0.080
H -1.9653 0.3940 -1.3570 -1.517 0.387 0.614
H 2.9778 0.8641 -1.0069 -1.356 -0.887 0.463
H 1.8366 0.3903 1.4840 -1.058 -1.372 -1.315
C -0.0611 0.3934 0.6165 -0.863 -1.600 -0.186
H 1.9896 -2.1857 -0.2447 -0.133 1.424 0.535
H -0.2507 0.9363 1.5120 -0.218 -0.231 1.199
S -1.1416 -0.9989 0.1609 0.270 -0.087 1.747
H -3.2545 -0.7307 -0.7149 0.271 0.670 -0.037
```
Positions in Å, forces in eV/Å.